1.
Density functional theory data (wB97M-V/def2-TZVPD) for a molecular structure, C42H37BN8Ni.

Properties
LUMO (spin up / spin down): -0.31 / -0.31 eV
2S+1: 1
energy above the lowest of the compared OMol25 structures with the same formula, charge and spin: 0.0 kJ/mol
Kohn-Sham gap (spin up / spin down): 0.2821 / 0.2820 Ha

Element x y z (Å)
Ni: -0.13936 0.30104 0.39216
C: 0.45129 -5.18746 0.58880
C: -0.37204 -3.99735 0.22362
C: -1.38644 -3.87978 -0.70428
C: -1.80098 -2.53796 -0.62100
N: -1.08563 -1.89066 0.28879
N: -0.21216 -2.78573 0.80054
B: 0.90751 -2.27036 1.71330
N: 0.37959 -1.20173 2.70440
N: 0.15011 0.07506 2.30048
C: 0.03864 0.82372 3.39568
C: 0.13878 0.00977 4.53085
C: 0.37084 -1.26310 4.04908
C: 0.60035 -2.52785 4.80530
C: -0.08995 2.28838 3.35143
C: 0.67222 3.02796 2.45402
C: 0.54154 4.40623 2.38996
C: -0.34121 5.05991 3.23803
C: -1.07961 4.33046 4.16023
C: -0.95333 2.95170 4.21818
N: 1.99841 -1.56926 0.85661
N: 1.69648 -0.44175 0.17331
C: 2.80360 -0.04752 -0.45256
C: 3.84173 -0.94709 -0.17333
C: 3.29029 -1.89574 0.66448
C: 3.94144 -3.07297 1.30977
C: 2.86937 1.14978 -1.30691
C: 3.70911 1.14565 -2.41897
C: 3.78089 2.25041 -3.25224
C: 3.01150 3.37494 -2.98783
C: 2.17470 3.38838 -1.88063
C: 2.10869 2.28614 -1.04296
C: -2.82773 -1.83185 -1.40644
C: -2.86308 -1.96429 -2.79263
C: -3.80353 -1.27046 -3.53856
C: -4.72350 -0.44581 -2.90490
C: -4.69862 -0.31695 -1.52334
C: -3.75476 -1.00557 -0.77649
H: 0.07064 -6.06772 0.07405
H: 0.42541 -5.37693 1.66227
H: 1.49562 -5.05446 0.30097
H: -1.79397 -4.65889 -1.32691
H: 1.40671 -3.17494 2.31651
H: 0.10379 0.32141 5.56080
H: 0.42331 -2.35319 5.86477
H: 1.62276 -2.88637 4.68122
H: -0.07059 -3.31754 4.46737
H: 1.37857 2.51059 1.81852
H: 1.13630 4.97110 1.68315
H: -0.44725 6.13583 3.18762
H: -1.76424 4.83691 4.82842
H: -1.54866 2.37894 4.91951
H: 4.86388 -0.89121 -0.50657
H: 4.98015 -3.13172 0.99021
H: 3.44624 -4.00582 1.04126
H: 3.91982 -2.99037 2.39679
H: 4.28469 0.25716 -2.64697
H: 4.42886 2.22756 -4.11921
H: 3.06278 4.23579 -3.64213
H: 1.56802 4.25954 -1.66681
H: 1.44106 2.29693 -0.19162
H: -2.13161 -2.59435 -3.28507
H: -3.81404 -1.36833 -4.61673
H: -5.45617 0.09758 -3.48807
H: -5.40992 0.32784 -1.02324
H: -3.72341 -0.90197 0.30015
C: 1.56171 -0.98852 -4.78517
C: 1.08524 0.31463 -4.85205
C: 0.41749 0.86946 -3.77449
C: 0.23389 0.11452 -2.62284
C: 0.70219 -1.18965 -2.54606
C: 1.36332 -1.73855 -3.63445
N: -0.45419 0.66930 -1.49290
N: -1.36520 1.46844 -1.79276
C: -2.08494 1.88018 -0.66740
C: -3.18847 2.70580 -0.85288
C: -4.00692 2.96088 0.23174
C: -3.72269 2.35254 1.45189
C: -2.60811 1.53545 1.61246
C: -1.72766 1.30489 0.56124
H: 2.08678 -1.41754 -5.62902
H: 1.24519 0.90687 -5.74386
H: 0.05212 1.88604 -3.80510
H: 0.54261 -1.76831 -1.64666
H: 1.72383 -2.75778 -3.57827
H: -3.40032 3.10238 -1.83770
H: -4.87402 3.59999 0.12858
H: -4.38429 2.51858 2.29441
H: -2.44147 1.06883 2.57507

Atoms 1-2, force components in eV/Å:
0.057 -0.009 0.012
0.005 0.001 -0.004

***

2.
Density functional theory data (wB97M-V/def2-TZVPD) for 5 unconnected molecules or ions with the total composition C32H72ClN4O4.

Properties
LUMO (spin up / spin down): -8.23 / -15.01 eV
charge: +4
2S+1: 2
Kohn-Sham gap (spin up / spin down): 0.4073 / 0.1579 Ha

Element x y z (Å)
Cl: -0.53747 -0.32401 -0.20682
O: -1.02436 -1.64643 0.13373
O: -1.06909 -0.05039 -1.51963
O: -1.15047 0.59398 0.70006
O: 0.85428 -0.32703 -0.18381
C: 1.35698 3.38737 2.93870
C: 2.05261 2.58203 1.82883
C: 3.59696 2.63863 1.87606
N: 4.18539 1.53542 0.93787
C: 3.73365 1.65781 -0.51951
C: 4.00969 0.04432 1.43334
C: 5.11505 -0.77975 0.83067
C: 6.27682 0.26205 0.44031
C: 5.72911 1.62427 1.00155
H: 0.29027 3.18086 2.85167
H: 1.44796 4.46795 2.82841
H: 1.76875 3.10819 3.90855
H: 1.79293 3.03284 0.87100
H: 1.62876 1.57819 1.85625
H: 3.93705 2.40267 2.88441
H: 3.86443 3.66137 1.61042
H: 4.13509 2.55184 -0.99664
H: 2.64395 1.65566 -0.54487
H: 4.15926 0.80906 -1.05483
H: 2.97905 -0.27371 1.27604
H: 4.07658 0.15296 2.51585
H: 4.88141 -1.36126 -0.06115
H: 5.54937 -1.43040 1.58970
H: 6.59927 0.31865 -0.59937
H: 7.10628 0.06968 1.12081
H: 5.78757 2.51297 0.37314
H: 6.05510 1.86574 2.01324
C: -3.55876 -2.80131 4.54003
C: -2.28224 -2.00704 4.54664
C: -1.14129 -2.70599 3.73537
N: 0.29904 -2.25908 4.06629
C: 0.45396 -0.70683 3.95481
C: 0.70960 -2.82278 5.50331
C: 2.20153 -3.27579 5.38165
C: 2.51053 -3.33250 3.93341
C: 1.26139 -2.98901 3.08941
H: -4.35279 -2.13320 4.20650
H: -3.83151 -3.02307 5.57180
H: -3.50787 -3.74103 3.99007
H: -1.98953 -1.63105 5.52697
H: -2.64105 -1.11949 4.02548
H: -1.22850 -2.50348 2.66790
H: -1.20583 -3.78843 3.84614
H: 1.53079 -0.54490 4.00278
H: -0.06431 -0.24497 4.79515
H: 0.04596 -0.30198 3.02867
H: 0.54749 -2.12055 6.32104
H: 0.02684 -3.64936 5.70002
H: 2.85208 -2.67760 6.01966
H: 2.21003 -4.30915 5.72836
H: 3.28814 -2.62481 3.64599
H: 2.94690 -4.24824 3.53454
H: 1.28094 -2.44897 2.14280
H: 0.88023 -4.00007 2.94593
C: -5.70962 -0.45155 0.93940
C: -5.92646 -1.86223 0.45994
C: -4.51711 -2.57126 0.33532
N: -4.52871 -4.08229 -0.01767
C: -5.42575 -4.84915 0.98689
C: -3.07952 -4.60881 0.04252
C: -2.58863 -4.70369 -1.38366
C: -3.73690 -4.30184 -2.25841
C: -5.04054 -4.20990 -1.47191
H: -4.95942 0.11941 0.39230
H: -5.21642 -0.36211 1.90731
H: -6.59656 0.17970 0.99375
H: -6.29135 -1.75822 -0.56189
H: -6.67263 -2.40253 1.04253
H: -4.06592 -2.50436 1.32530
H: -3.78098 -2.17316 -0.36305
H: -5.28936 -5.91622 0.81121
H: -6.49175 -4.75803 0.77847
H: -5.05947 -4.52286 1.96028
H: -3.25167 -5.60195 0.45742
H: -2.36116 -4.06240 0.65367
H: -2.36870 -5.77085 -1.41380
H: -1.67646 -4.15261 -1.61247
H: -3.79542 -4.86797 -3.18802
H: -3.49085 -3.32561 -2.67617
H: -5.62496 -5.11295 -1.64817
H: -5.63541 -3.35470 -1.79265
C: 2.19592 5.03916 -8.62157
C: 1.90696 5.38239 -7.14345
C: 0.55096 4.88919 -6.46097
N: 0.60211 4.68473 -4.91674
C: 0.95112 6.00358 -4.18151
C: 1.57063 3.60560 -4.46494
C: 0.95614 2.90028 -3.26155
C: -0.56084 3.08388 -3.31805
C: -0.80410 4.10585 -4.40929
H: 1.62458 5.64510 -9.32477
H: 2.04890 3.97717 -8.81817
H: 3.25426 5.24115 -8.78656
H: 1.92858 6.46143 -6.99077
H: 2.69862 4.93043 -6.54585
H: 0.25242 3.89425 -6.79125
H: -0.28022 5.57018 -6.64395
H: 0.37000 6.84035 -4.56908
H: 2.00854 6.16488 -4.39119
H: 0.67678 5.77968 -3.15063
H: 2.55576 4.07022 -4.42323
H: 1.70954 2.85569 -5.24368
H: 1.33489 3.38654 -2.36255
H: 1.31259 1.88364 -3.09578
H: -1.04301 3.43690 -2.40646
H: -1.03318 2.11420 -3.47526
H: -1.47889 4.93203 -4.18527
H: -1.20134 3.61928 -5.30011

Atoms 1-2, force components in eV/Å:
-0.632 -0.044 0.511
-0.546 -0.325 -0.222

***

3.
Density functional theory data (wB97M-V/def2-TZVPD) for CFNO2S2 in the gas phase.

Properties
LUMO: -2.30 eV
2S+1: 1
energy above the lowest of the compared OMol25 structures with the same formula, charge and spin: 25.8 kJ/mol
SMILES string: N#CSS(=O)(=O)F
Kohn-Sham gap: 0.3306 Ha

Element x y z (Å)
N: 2.25190 0.25124 -1.51372
C: 1.69760 0.58217 -0.56770
S: 0.88245 0.94702 0.88746
S: -0.99072 -0.30804 0.54865
O: -0.58748 -1.68670 0.69696
O: -2.18364 0.25858 1.05167
F: -1.07012 -0.04427 -1.10332

Atoms 1-2, force components in eV/Å:
0.449 -0.018 -0.670
-0.920 -0.160 1.228

***

4.
Density functional theory data (wB97M-V/def2-TZVPD) for C5H3NO in the gas phase.

Properties
LUMO: 0.34 eV
2S+1: 1
energy above the lowest of the compared OMol25 structures with the same formula, charge and spin: 256.1 kJ/mol
SMILES string: N#CC1(C=O)C=C1
Kohn-Sham gap: 0.3895 Ha

Element x y z (Å)
N: -2.26051 -0.41682 -1.63115
C: -1.30891 -0.39849 -0.96918
C: -0.16299 -0.05256 -0.13208
C: -0.55135 0.27709 1.28986
O: 0.25959 0.19230 2.18086
C: 1.27143 -0.55122 -0.17749
C: 1.02998 0.48693 -0.88751
H: -1.62315 0.45988 1.48915
H: 1.92091 -1.14277 0.44577
H: 1.25651 1.20808 -1.65184

Atoms 1-2, force components in eV/Å:
0.969 -0.231 0.680
-0.709 -0.181 -0.504

***

5.
Density functional theory data (wB97M-V/def2-TZVPD) for 19 unconnected molecules or ions with the total composition H38O19.

Properties
LUMO: -0.67 eV
2S+1: 1
energy above the lowest of the compared OMol25 structures with the same formula, charge and spin: 252.0 kJ/mol
Kohn-Sham gap: 0.3100 Ha

Element x y z (Å)
O: 3.46651 -3.84647 2.14985
H: 4.30468 -3.66389 1.72514
H: 2.91942 -3.09072 1.93593
O: -1.11649 -0.26299 -3.89469
H: -2.02252 -0.19641 -4.19618
H: -1.05697 -1.13488 -3.50417
O: -1.36518 -1.36781 3.52373
H: -0.73021 -1.17840 4.21451
H: -0.94633 -1.05724 2.72102
O: 1.05263 1.60870 -3.59015
H: 1.07112 1.92775 -2.68788
H: 0.28596 1.03676 -3.62679
O: 3.38978 0.23267 -1.37783
H: 4.17239 0.47231 -1.87415
H: 3.71471 -0.32802 -0.67335
O: -3.73130 -0.30063 2.46982
H: -2.92178 -0.80053 2.57468
H: -4.10730 -0.62188 1.65028
O: 0.92942 -1.04317 -1.99956
H: 1.80589 -0.70165 -1.82240
H: 1.06267 -1.70656 -2.67662
O: -4.20986 2.35787 3.01082
H: -3.98461 2.77737 2.18046
H: -3.78561 1.50082 2.96958
O: -0.69448 2.71492 -0.19886
H: -0.88213 3.63675 -0.37562
H: 0.24022 2.62079 -0.38241
O: 1.94410 2.59467 -1.22897
H: 2.46030 3.38437 -1.06730
H: 2.59496 1.90477 -1.35812
O: 0.13872 0.14289 0.34979
H: 0.27831 0.03399 -0.59090
H: -0.48009 0.86998 0.41799
O: -0.57857 -4.72859 -2.63449
H: -1.04451 -5.54281 -2.82469
H: -0.63867 -4.63414 -1.68386
O: 1.56218 -2.08601 1.33887
H: 1.27582 -1.27158 0.92546
H: 0.76459 -2.45683 1.71648
O: -3.45840 3.73661 0.76952
H: -3.54246 4.60876 0.38414
H: -2.73117 3.33370 0.29514
O: 1.25236 -2.98812 -4.05334
H: 2.05875 -3.48006 -3.89851
H: 0.55990 -3.54357 -3.69528
O: -0.00225 -3.78693 -0.16515
H: -0.08900 -3.88647 0.78290
H: 0.77378 -3.23822 -0.27883
O: -0.38846 2.46321 4.43072
H: 0.12245 2.08793 3.71354
H: 0.19498 2.42169 5.18840
O: -3.57817 4.14635 -2.51701
H: -3.97520 4.48538 -3.31930
H: -3.25837 3.27652 -2.75651
O: 3.32605 1.02971 4.65632
H: 4.10123 0.71384 5.12060
H: 3.49619 0.82351 3.73720

Atoms 1-2, force components in eV/Å:
0.367 -0.465 0.245
0.215 -0.097 -0.036

***

6.
Density functional theory data (wB97M-V/def2-TZVPD) for C5H7BrN2 in the gas phase.

Properties
LUMO: 0.01 eV
2S+1: 1
energy above the lowest of the compared OMol25 structures with the same formula, charge and spin: 180.3 kJ/mol
SMILES string: CCC1=C(Br)N=NC1
Kohn-Sham gap: 0.3337 Ha

Element x y z (Å)
C: 1.99399 -0.37960 0.01353
C: 0.74255 -0.27213 -0.90602
C: -0.47244 0.14682 -0.06350
C: -0.82520 1.43079 0.45663
Br: -0.03833 3.11977 0.31520
N: -1.97838 1.31287 1.14156
N: -2.39510 0.12594 1.14158
C: -1.66786 -0.70660 0.32094
H: 2.25259 0.61737 0.52319
H: 2.63062 -0.91345 -0.63583
H: 1.86816 -1.25133 0.65342
H: 0.56292 -1.18569 -1.40888
H: 0.94596 0.43311 -1.76649
H: -2.16617 -0.91686 -0.62066
H: -1.45331 -1.56101 0.83533

Atoms 1-2, force components in eV/Å:
-1.490 0.166 -0.092
-0.482 2.345 0.884

***

Record order is preserved below.
Largest force on an atom: 0.09 3.74 3.69 1.21 0.97 4.90 eV/A
Record order is preserved below.
Total energy: -97798.5347 -60976.7227 -31007.9833 -8767.3522 -39520.2869 -78318.3596 eV